Entry 1:
The ion C3H5O5S with charge -1, computed with ωB97M-V/def2-TZVPD.

Structure (XYZ):
```
14
Properties=species:S:1:pos:R:3:forces:R:3:nbo_charge:R:1
C -1.551268 0.138840 -0.284460 1.99 -0.25 -2.44 0.74
C 0.971796 1.456736 0.492079 -0.91 0.60 -0.15 -0.83
C -0.507857 -0.999402 -0.721723 -1.95 -0.53 0.66 -0.24
O -2.285521 -0.144930 0.636803 -1.09 0.09 1.11 -0.72
O -1.286374 1.154887 -0.961504 -1.11 0.46 0.27 -0.78
O 2.045735 -0.300508 -1.225163 -1.23 -0.04 0.67 -0.98
O 1.448659 -0.952997 1.123702 -0.92 0.53 -1.44 -0.98
O -0.832544 -2.209347 -0.045652 1.13 0.10 -0.90 -0.72
S 1.054696 -0.257899 -0.129143 4.77 -0.48 0.58 2.05
H 0.149727 1.205777 1.108475 -1.12 0.65 1.24 0.23
H 1.768977 1.810285 1.174223 0.17 -1.11 -0.73 0.23
H 0.626412 2.294439 -0.141706 0.35 -1.01 -0.19 0.25
H -0.378743 -1.142702 -1.865574 -0.25 0.17 2.19 0.24
H -1.223691 -2.053182 0.839646 0.18 0.81 -0.88 0.50
```
Forces are in eV/Å.

The charge is -1. Its SMILES is CS(=O)(=O)[C@@H](O)C(=O)[O-]. The relative energy (zero: lowest compared OMol25 entry of this formula, charge and spin) comes out at 162.27 kJ/mol. Its lowest unoccupied orbital energy is 3.67 eV. The value obtained for the highest occupied orbital energy is -4.97 eV.

Entry 2:
A structure of composition C34H24CdClN2O4PS, computed with ωB97M-V/def2-TZVPD.

Structure (XYZ):
```
68
Properties=species:S:1:pos:R:3:forces:R:3:nbo_charge:R:1
Cd -1.081954 -1.564063 0.365493 -0.26 0.29 -0.11 1.70
Cl -2.569330 5.463671 1.556164 -0.01 0.09 0.01 -0.02
C -2.661042 3.747959 1.287690 0.00 -0.05 0.00 -0.13
C -3.650026 3.231032 0.433340 0.06 -0.02 0.00 -0.19
C -3.707313 1.889155 0.185326 0.02 -0.02 -0.04 -0.27
C -2.773858 0.961793 0.743835 -0.12 0.07 0.14 0.43
O -2.869270 -0.275822 0.420320 0.12 -0.15 -0.10 -0.83
C -1.839265 1.506935 1.688192 -0.06 0.01 -0.16 -0.28
C -1.011552 0.702881 2.536805 0.04 -0.09 0.16 0.22
N -0.777975 -0.552705 2.378259 0.05 0.21 -0.07 -0.62
C -0.079768 -1.336006 3.303633 0.11 -0.05 0.15 0.12
C 0.720194 -0.871190 4.321113 -0.12 0.03 -0.18 -0.22
C 1.358370 -1.754580 5.208762 0.03 -0.16 0.04 -0.19
C 1.205671 -3.106313 5.080042 0.06 0.12 0.08 -0.19
C 0.416646 -3.628872 4.033013 -0.06 0.01 -0.11 -0.11
C 0.251978 -5.018025 3.828909 -0.07 0.00 -0.10 -0.10
C -0.495277 -5.462696 2.777744 0.06 -0.01 0.10 -0.26
C -1.075145 -4.513864 1.916645 -0.03 0.04 -0.01 0.09
N -0.961738 -3.220068 2.087999 0.08 -0.06 -0.21 -0.54
C -0.223352 -2.751022 3.131242 0.08 0.00 0.17 0.23
C -1.803388 2.900676 1.923799 -0.02 -0.02 -0.02 -0.11
H -4.357662 3.906311 -0.030673 0.00 0.01 0.01 0.23
H -4.452811 1.479747 -0.484328 0.00 0.00 0.01 0.23
H -0.614732 1.226131 3.412049 0.02 -0.01 0.01 0.16
H 0.876254 0.192223 4.445211 -0.01 0.01 -0.01 0.21
H 1.976995 -1.349148 5.998416 0.00 -0.01 0.00 0.22
H 1.692424 -3.792161 5.761877 0.01 0.02 0.00 0.22
H 0.734843 -5.710504 4.507484 0.00 -0.01 0.00 0.22
H -0.633911 -6.515725 2.579964 0.01 0.00 0.01 0.23
H -1.639783 -4.841467 1.051312 0.01 0.01 -0.01 0.21
H -1.076859 3.296665 2.623979 0.00 0.00 0.00 0.21
O -0.326786 -2.852986 -1.388580 -0.07 -0.06 0.00 -1.07
S 1.122044 -2.875926 -1.049116 0.08 -0.08 -0.01 2.39
O 1.737684 -4.166397 -1.169418 -0.02 0.00 0.03 -0.95
O 1.292926 -2.195023 0.245208 0.15 -0.03 0.05 -1.05
C 1.915406 -1.804357 -2.236291 -0.03 -0.11 0.07 -0.23
C 2.948026 -2.327349 -3.000259 0.03 -0.10 0.01 -0.21
C 3.627554 -1.515255 -3.892778 -0.01 0.05 0.00 -0.20
C 3.277887 -0.177160 -4.013776 -0.01 -0.01 0.01 -0.20
C 2.244092 0.337919 -3.248684 0.02 -0.07 0.02 -0.18
C 1.543659 -0.469180 -2.352734 0.06 0.15 -0.09 -0.36
P 0.169440 0.275457 -1.396001 -0.14 -0.04 0.11 0.81
C 1.003324 1.694950 -0.610675 0.05 0.03 -0.04 -0.34
C 1.017534 3.000537 -1.092333 0.01 -0.04 0.08 -0.23
C 1.666706 4.000154 -0.379130 -0.01 0.01 -0.02 -0.15
C 2.322564 3.700350 0.804706 0.02 0.01 0.01 -0.22
C 2.340895 2.393191 1.273913 -0.01 -0.01 0.01 -0.20
C 1.679787 1.397013 0.574316 -0.04 -0.02 0.01 -0.21
C -0.881575 0.933939 -2.728941 -0.01 0.01 0.00 -0.37
C -0.972253 0.259953 -3.947173 0.01 0.02 0.01 -0.13
C -1.874543 0.677373 -4.913626 0.00 0.00 0.00 -0.23
C -2.700362 1.766644 -4.675240 0.00 -0.01 -0.02 -0.20
C -2.628217 2.430618 -3.459963 0.00 0.02 0.03 -0.20
C -1.729638 2.013496 -2.489761 -0.01 -0.03 0.00 -0.21
H 3.208167 -3.369657 -2.876127 -0.01 0.01 0.00 0.25
H 4.432793 -1.926671 -4.486946 0.00 0.01 -0.01 0.22
H 3.808421 0.467297 -4.702714 0.00 -0.01 0.00 0.22
H 1.972470 1.381679 -3.350539 -0.01 0.01 0.00 0.22
H 0.517881 3.245604 -2.018772 -0.04 0.02 -0.04 0.22
H 1.657806 5.016346 -0.752109 0.00 -0.01 0.00 0.21
H 2.826325 4.482587 1.357906 0.00 0.00 0.00 0.22
H 2.868569 2.151166 2.188053 0.00 -0.01 0.00 0.21
H 1.689509 0.374235 0.938943 0.00 0.00 0.01 0.24
H -0.340399 -0.597529 -4.141866 0.00 0.00 0.00 0.22
H -1.933330 0.145999 -5.854794 0.00 0.00 0.00 0.22
H -3.403429 2.091015 -5.431521 0.00 0.00 0.00 0.22
H -3.277913 3.273366 -3.259089 0.01 0.00 0.00 0.22
H -1.700385 2.525654 -1.537701 0.01 0.03 0.03 0.23
```
Forces are in eV/Å.

Its lowest unoccupied orbital energy is -0.66 eV. The value obtained for the highest occupied orbital energy is -7.57 eV.

Entry 3:
A cluster of 3 separate species, C2H4F2N2O in total, computed with ωB97M-V/def2-TZVPD.

Structure (XYZ):
```
11
Properties=species:S:1:pos:R:3:forces:R:3:nbo_charge:R:1
C 1.970553 -0.040180 -0.303518 -0.11 -0.85 -0.27 0.90
C -1.734231 0.326112 -0.165342 0.01 1.07 -0.03 0.44
N 2.913777 0.399470 -0.877989 0.99 0.36 -0.43 -0.76
N -1.790521 -0.924756 0.140499 -0.41 -0.72 0.02 -0.77
O 1.164607 -0.759800 0.123325 -0.80 -0.40 0.69 -0.58
F 0.428666 1.853400 0.037784 -0.38 0.04 -0.05 -0.65
F -2.947875 0.828435 -0.451234 0.28 -0.62 0.12 -0.34
H -0.409075 1.311794 -0.054808 0.34 0.18 -0.02 0.49
H 3.264545 1.320134 -0.987342 -0.04 0.53 0.05 0.43
H -2.652671 -1.471835 0.132316 0.20 0.22 0.01 0.40
H -0.917234 -1.387948 0.369863 -0.07 0.17 -0.09 0.44
```
Forces are in eV/Å.

The relative energy (zero: lowest compared OMol25 entry of this formula, charge and spin) comes out at 0.00 kJ/mol. Its lowest unoccupied orbital energy is 0.72 eV. The value obtained for the highest occupied orbital energy is -10.53 eV.